The following is a quantum chemistry calculation of a structure of composition C30H50Cl2N3O7SSiY, from the Open Molecules 2025 dataset.

Each line ends with the Mulliken charge.
Positions of all 95 atoms, in Å:
Y (-1.27974, 0.51927, -1.82645)  1.042
Cl (0.07190, 0.71547, 0.13205)  0.235
Cl (0.26275, 0.71615, -3.80393)  -0.643
S (0.11295, -2.25742, 0.13061)  0.641
Si (4.01048, 1.06182, -0.94201)  0.367
O (3.18587, 1.53981, 0.37140)  -0.084
O (-1.28843, 2.85613, -1.59509)  -0.904
O (-0.47689, -2.04696, 1.46982)  -0.493
O (-2.76175, 0.36975, -0.08344)  -0.847
O (-2.37866, -1.02379, -3.22986)  -0.882
O (-0.77518, -1.90388, -1.01891)  -0.260
O (-0.09591, -4.11915, -0.01682)  -0.732
N (-3.43182, -0.43880, 1.87916)  0.347
N (-0.05130, 4.38624, -0.38167)  0.181
N (-2.21166, -3.04340, -4.33603)  0.313
C (-0.27864, 2.32267, 3.08172)  -0.911
C (-5.25206, -5.81130, -1.53244)  -1.707
C (-1.45798, -5.57630, -1.24830)  -0.643
C (3.23414, 1.52774, 1.80786)  -0.064
C (-2.47782, -3.83413, 0.13379)  -0.243
C (-2.72324, -5.98232, -1.64025)  -0.354
C (5.79994, 0.91914, -0.55476)  -1.229
C (-4.72159, -0.46311, 1.24880)  -0.853
C (3.93923, 2.76906, 2.34685)  0.376
C (3.31241, 3.70855, 3.06869)  0.570
C (3.37528, 2.13086, -2.34937)  -0.905
C (-2.48210, 0.09183, 1.11549)  0.346
C (-1.12643, 3.57403, -0.56671)  0.211
C (1.86401, 1.33325, 2.43773)  1.031
C (0.02245, 5.36354, 0.70349)  -1.000
C (-0.43007, 1.29103, 4.01137)  -0.772
C (-3.64660, -3.19152, -4.49353)  -0.897
C (0.84815, 2.28999, 2.25391)  -0.308
C (-3.87522, -5.33235, -1.16656)  0.652
C (-1.32665, -4.51023, -0.32657)  0.092
C (-3.72880, -4.23354, -0.31710)  -0.327
C (3.28849, -0.56798, -1.57445)  -0.714
C (-1.68668, -1.95817, -3.74188)  0.548
C (0.47454, 0.21438, 4.05124)  -0.796
C (4.04977, 4.84643, 3.69851)  -1.738
C (-3.23623, -0.82966, 3.26033)  -0.715
C (1.62202, 0.22964, 3.25937)  -0.771
C (-1.33036, -4.11764, -4.80497)  -0.793
C (5.41306, 2.81184, 2.09488)  -1.477
C (1.11291, 4.43124, -1.25819)  -0.504
H (-1.67117, -4.51650, -5.76591)  0.337
H (-1.00966, 3.15598, 2.99827)  0.196
H (-4.61264, -3.68533, 0.01994)  0.320
H (-0.10501, 6.37758, 0.29785)  0.369
H (-4.05690, -3.71704, -3.62743)  0.196
H (-5.95936, -4.97935, -1.55668)  0.344
H (3.81066, 0.66776, 2.15714)  0.575
H (2.72366, -0.35494, -2.49065)  0.225
H (-5.23153, -6.29330, -2.50769)  0.364
H (5.83752, 1.79765, 2.14506)  0.319
H (4.14390, -1.21855, -1.81509)  0.454
H (5.98988, 0.29618, 0.32700)  0.320
H (-1.24073, 1.36551, 4.73976)  0.607
H (2.25090, 3.65196, 3.31794)  0.437
H (1.36226, 5.48707, -1.38185)  0.337
H (4.09541, 2.18093, -3.16664)  0.448
H (5.66913, 3.26423, 1.11866)  0.068
H (1.01278, 5.28537, 1.16347)  0.379
H (2.44425, 1.69005, -2.72325)  -0.081
H (3.35972, 5.38731, 4.36946)  0.372
H (6.31363, 0.42605, -1.39616)  0.423
H (-0.58819, -1.90748, -3.73068)  0.142
H (3.10796, 3.14564, -2.08325)  0.326
H (2.60908, -1.06671, -0.88840)  -0.045
H (5.89575, 3.39996, 2.89007)  0.455
H (-1.52864, 0.22932, 1.61432)  0.205
H (-1.29210, -4.95986, -4.09811)  0.206
H (-5.41845, -0.85974, 1.97671)  0.300
H (0.95966, 3.92395, -2.20925)  0.456
H (2.35957, -0.58043, 3.25350)  0.382
H (-4.99847, 0.55600, 0.95294)  0.296
H (-0.73437, 5.18603, 1.48168)  0.296
H (-2.37192, -1.50478, 3.34988)  0.248
H (-4.68925, -1.09183, 0.34935)  0.219
H (-1.84708, 3.56439, 0.27540)  0.338
H (-0.32536, -3.68807, -4.91520)  0.298
H (-0.54665, -6.03248, -1.65181)  0.448
H (-5.63087, -6.54111, -0.81085)  0.403
H (-3.07667, 0.04052, 3.91792)  0.245
H (-2.38788, -3.01625, 0.83161)  0.565
H (1.01212, 3.01467, 1.43981)  0.411
H (4.92007, 4.46863, 4.27003)  0.415
H (-3.84557, -3.77870, -5.38875)  0.352
H (-4.09034, -2.20132, -4.56989)  0.299
H (1.96825, 3.96657, -0.75516)  -0.232
H (-4.14688, -1.34782, 3.57310)  0.310
H (6.22348, 1.91608, -0.41489)  0.318
H (4.41752, 5.57314, 2.95802)  0.309
H (0.30195, -0.63230, 4.73772)  0.339
H (-2.85198, -6.82284, -2.32681)  0.295

Atomic forces in eV per Å
-0.6209 -1.0320 -0.3511
2.0031 0.5503 0.0454
0.2856 0.1054 -0.3655
0.0171 -1.6399 0.8008
-1.7756 -1.1176 -0.9375
-0.5634 1.0086 1.7746
-0.0452 0.8847 1.3400
0.0774 0.2291 -1.0322
0.3151 0.3041 0.6530
0.6934 -1.1320 -0.6678
-0.3259 0.9927 -0.1234
0.7833 1.1267 0.4090
0.6233 0.7567 -0.8054
-1.5463 -0.7831 -0.0622
0.7222 0.7613 0.1684
0.4393 0.0902 -0.4835
0.0540 -0.0318 -0.0394
-0.0228 0.4787 0.3303
-0.3781 -0.1742 -0.4489
-0.1137 -0.6828 -0.2841
-0.5242 0.0258 0.1540
0.7145 -0.0728 -0.5456
-0.6741 -0.3211 -0.0264
-0.8431 -0.1204 0.0412
0.3835 -0.3097 -0.0326
0.3693 0.5392 0.0921
-1.1738 -0.8199 0.4275
1.3542 0.0769 -0.8996
-0.4310 0.1355 -0.0950
-0.1881 -0.1781 0.1678
0.1349 -0.1517 0.2813
0.0153 -0.0848 0.3904
0.3888 0.2710 0.2123
0.1652 0.1200 -0.0258
-0.6076 -0.0935 -0.7412
0.2630 -0.2478 0.0550
0.8042 -0.0421 -0.0371
-1.0334 0.0950 0.2031
-0.4118 -0.0452 0.3320
-0.0624 0.5150 0.3392
0.2298 -0.0677 0.3930
0.1491 0.6847 -0.2643
0.2433 0.1391 0.2256
0.4230 0.1930 0.2684
0.0854 0.0283 0.1513
0.0107 0.3192 0.0822
0.5001 -0.7527 0.1277
0.1560 -0.2202 -0.0635
0.0307 -0.2489 0.1237
-0.0947 0.0471 -0.0309
-0.0130 -0.0633 -0.0687
0.2863 -0.1437 -0.1860
0.1997 -0.2175 0.1835
-0.1654 -0.0524 -0.1180
-0.0975 0.3338 -0.1907
-0.4264 -0.2325 -0.0342
-0.1248 0.2102 -0.0697
0.1505 -0.2714 -0.2502
0.4860 -0.1598 -0.2280
-0.0116 -0.0664 -0.3817
-0.0230 -0.0361 -0.1916
-0.1074 -0.2110 0.4748
-0.1420 0.0698 0.0197
0.3162 -0.0544 0.0838
0.5135 -0.1563 -0.1211
-0.0703 0.2386 0.1941
-0.3071 -0.1069 0.0085
0.4194 0.2731 0.0501
0.1046 -0.1181 0.1914
0.0311 -0.1381 -0.4369
0.1377 0.0599 -0.3369
-0.0800 0.3704 -0.0329
-0.3532 -0.0331 -0.1248
-0.2474 0.1006 0.1330
-0.3783 0.2307 0.2829
-0.1560 -0.2791 0.0145
0.1765 -0.0550 -0.3768
-0.2755 0.2091 -0.0894
-0.1531 0.1395 0.2385
0.2323 0.1290 -0.4288
-0.2438 -0.3328 -0.0211
-0.3775 0.1456 0.2502
0.0231 0.0193 -0.0314
-0.1099 -0.2824 -0.2495
0.0797 -0.0273 -0.0741
-0.1720 -0.2860 0.7155
-0.4412 0.4047 -0.1260
0.0009 0.0991 -0.0281
-0.0812 -0.0814 -0.0020
-0.2711 -0.0731 0.1033
0.2984 0.0160 0.0856
0.2300 -0.2326 0.0368
0.0011 -0.1864 0.1904
0.0367 0.5703 -0.4281
0.1066 0.1691 0.1439

## Properties
- DFT total energy (eV) = -95532.23333
- highest occupied orbital energy (eV) = -7.2
- orbital gap (eV) = 7.45